Entry 1:
DFT (the ωB97M-V functional and the def2-TZVPD basis) results for an isolated molecule of C5H11OP.

Last column: natural (NBO) charge in e.
Element x y z (Å)
C1 -1.0260 0.2416 1.3650  -0.61
C2 -0.0862 0.6451 0.2255  -0.33
P1 1.1540 1.9132 0.7657  0.36
C3 -0.4822 0.6136 -1.1601  -0.44
C4 0.5780 -0.3041 -0.7233  0.22
C5 0.5800 -1.8078 -0.8454  -0.63
O1 1.8584 0.1532 -1.0723  -0.71
H1 -1.3184 -0.8835 1.2370  0.21
H2 -1.9055 0.8806 1.3647  0.21
H3 -0.5218 0.3631 2.3627  0.22
H4 1.8776 0.8720 1.3806  -0.05
H5 0.4565 2.0167 2.0592  -0.05
H6 -0.1638 1.5815 -1.7634  0.23
H7 -1.5990 0.3144 -1.2156  0.23
H8 -0.4449 -2.1055 -0.9067  0.22
H9 0.9952 -2.1483 0.1487  0.21
H10 1.1416 -2.2573 -1.7001  0.24
H11 2.4997 -0.2998 -0.5809  0.47

## Properties
SMILES string	C[C@]1(P)C[C@@]1(C)O
2S+1	1
relative energy (zero: lowest compared OMol25 entry of this formula, charge and spin)	254.72	kJ/mol
Kohn-Sham gap	9.89	eV

Entry 2:
DFT (the ωB97M-V functional and the def2-TZVPD basis) results for an isolated molecule of C7H17N.

Last column: natural (NBO) charge in e.
Element x y z (Å)
C1 0.2095 1.4669 -3.4174  -0.59
C2 -0.6271 1.7155 -1.9988  -0.43
C3 0.2447 1.4164 -0.8892  -0.23
N1 0.3857 -0.1758 -0.5008  -0.65
C4 0.2845 -0.3844 1.0471  -0.03
C5 -1.2078 0.0993 1.3196  -0.66
C6 0.2758 -1.9155 1.4879  -0.39
C7 0.6288 -2.2705 2.9029  -0.60
H1 0.7970 2.2572 -3.6341  0.20
H2 0.8121 0.5512 -3.0947  0.21
H3 -0.4092 1.1578 -4.1890  0.20
H4 -0.9231 2.7411 -1.9829  0.21
H5 -1.5684 1.1905 -2.1330  0.21
H6 0.1611 1.8957 0.0477  0.19
H7 1.3136 1.7173 -1.0932  0.20
H8 -0.3359 -0.7529 -0.8441  0.34
H9 1.0405 0.1086 1.5431  0.19
H10 -1.9588 -0.6575 1.4437  0.21
H11 -1.5077 0.8965 0.6776  0.21
H12 -1.2706 0.8224 2.2013  0.21
H13 0.9186 -2.4121 0.7978  0.21
H14 -0.7889 -2.2116 1.2912  0.18
H15 0.1918 -3.1610 3.1200  0.21
H16 0.2573 -1.4529 3.5785  0.20
H17 1.7202 -2.2259 3.0634  0.21

## Properties
SMILES string	CCCN[C@@H](C)CC
2S+1	1
relative energy (zero: lowest compared OMol25 entry of this formula, charge and spin)	301.25	kJ/mol
Kohn-Sham gap	9.52	eV

Entry 3:
DFT (the ωB97M-V functional and the def2-TZVPD basis) results for an isolated molecule of C6H5FS.

Last column: natural (NBO) charge in e.
Element x y z (Å)
F1 -1.1774 0.5404 -2.5566  -0.34
C1 -0.5497 0.3821 -1.2926  0.39
C2 -1.3811 0.0448 -0.2934  -0.23
C3 -0.8923 -0.0008 1.0169  -0.34
S1 -0.1656 1.4564 1.9072  0.10
C4 0.5130 -0.0656 1.1879  -0.34
C5 1.5748 -0.1709 -0.0026  -0.16
C6 0.8594 0.1100 -1.1967  -0.27
H1 -2.3837 -0.1469 -0.4325  0.23
H2 -1.4527 -0.6876 1.6606  0.24
H3 1.0491 -0.7235 2.0350  0.24
H4 2.6784 -0.4802 0.1212  0.25
H5 1.3278 -0.2584 -2.1545  0.23

## Properties
SMILES string	FC1=C[C@@H]2S[C@@H]2C=C1
2S+1	1
relative energy (zero: lowest compared OMol25 entry of this formula, charge and spin)	301.83	kJ/mol
Kohn-Sham gap	8.51	eV

Entry 4:
DFT (the ωB97M-V functional and the def2-TZVPD basis) results for C15H20BBr39NO2PS as an isolated structure.

Last column: Löwdin charge in e.
Element x y z (Å)
N1 2.4340 -1.3888 1.2631  -0.22
P1 2.2979 -0.0414 0.1449  0.81
O1 3.6218 1.0370 0.2476  -0.41
B1 0.7667 0.9759 0.7825  -0.80
S1 0.8362 2.2405 2.1604  0.54
C1 -0.6443 0.6077 0.0251  -0.15
C2 -1.5292 -0.1533 1.1176  -0.27
O2 -2.1583 -1.1556 0.7200  -0.05
H1 2.9526 -1.1648 2.1192  0.03
H2 2.7584 -2.2492 0.8170  0.03
H3 4.2498 0.7421 -0.4480  0.02
H4 1.2415 3.4777 1.7041  -0.15
H5 -0.4759 -0.1388 -0.8244  0.09
H6 -1.1603 1.5253 -0.3989  0.07
H7 -1.5953 0.2005 2.1988  0.09
C3 -3.6730 -3.3996 -1.0884  -1.58
Br1 -4.2063 -2.6838 -2.8099  0.51
Br2 -5.1498 -4.2732 -0.1850  0.56
Br3 -2.1306 -4.5639 -1.2421  0.55
H8 -3.3745 -2.5556 -0.4690  -0.07
C4 -1.3552 -1.8677 4.8226  -1.57
Br4 -0.0350 -1.9035 3.4040  0.64
Br5 -0.9894 -0.4606 6.1049  0.54
Br6 -3.1608 -1.7577 4.1264  0.60
H9 -1.2762 -2.8126 5.3551  -0.02
C5 -0.8621 5.6705 3.3753  -1.55
Br7 0.8912 5.3491 4.1368  0.56
Br8 -1.2350 7.5638 3.1902  0.56
Br9 -1.0972 4.7111 1.7050  0.53
H10 -1.5921 5.2714 4.0754  -0.02
C6 -0.9346 -2.1040 -5.5863  -1.58
Br10 -1.6936 -3.8826 -5.6409  0.50
Br11 -2.2228 -0.7520 -6.1147  0.52
Br12 -0.1467 -1.7123 -3.8578  0.54
H11 -0.1281 -2.0791 -6.3174  -0.12
C7 4.4625 3.1392 5.4919  -1.59
Br13 6.2049 2.7799 6.2594  0.55
Br14 4.1203 5.0400 5.3216  0.54
Br15 4.2120 2.2133 3.8081  0.56
H12 3.7234 2.7447 6.1856  -0.02
C8 -7.6737 -3.1488 -5.4408  -1.60
Br16 -7.9579 -3.8344 -3.6503  0.56
Br17 -5.9791 -2.2202 -5.5947  0.52
Br18 -7.8569 -4.5366 -6.7816  0.56
H13 -8.4558 -2.4177 -5.6300  -0.03
C9 -1.1609 -8.3557 -5.1466  -1.60
Br19 -0.2378 -9.1591 -6.6503  0.56
Br20 0.0782 -7.6329 -3.8432  0.56
Br21 -2.4525 -7.0303 -5.7209  0.54
H14 -1.7166 -9.1491 -4.6528  -0.03
C10 2.4791 -3.3544 -8.1007  -1.60
Br22 1.7181 -5.1367 -8.1580  0.57
Br23 1.1932 -2.0008 -8.6283  0.61
Br24 3.2672 -2.9636 -6.3733  0.57
H15 3.2844 -3.3286 -8.8308  -0.03
C11 2.3808 3.4072 -2.9032  -1.55
Br25 4.1520 3.4189 -2.1149  0.59
Br26 1.8235 1.6192 -3.3996  0.53
Br27 1.0746 4.2719 -1.7612  0.51
H16 2.4382 3.9920 -3.8184  -0.02
C12 -2.5557 3.7191 -4.1040  -1.58
Br28 -1.9714 5.5087 -4.5695  0.56
Br29 -1.4797 2.3608 -4.9701  0.53
Br30 -2.6275 3.4541 -2.1857  0.56
H17 -3.5712 3.6094 -4.4764  -0.03
C13 -0.8939 -1.5312 10.2407  -1.61
Br31 0.4649 -2.7072 9.5133  0.54
Br32 -0.3867 0.3339 10.0908  0.55
Br33 -2.6327 -1.8685 9.4543  0.55
H18 -0.9747 -1.7552 11.3015  -0.03
C14 5.3967 -1.5184 7.3798  -1.61
Br34 6.7362 -1.5509 5.9790  0.55
Br35 5.7742 -0.1547 8.7041  0.54
Br36 3.6048 -1.3432 6.6596  0.54
H19 5.4437 -2.4783 7.8882  -0.03
C15 1.4000 8.2865 -1.1725  -1.58
Br37 3.0174 7.4003 -1.7719  0.55
Br38 0.3607 7.1687 0.0253  0.50
Br39 1.7798 10.0184 -0.3885  0.57
H20 0.7884 8.4636 -2.0541  -0.02

## Properties
2S+1	1
Kohn-Sham gap	7.20	eV

Entry 5:
DFT (the ωB97M-V functional and the def2-TZVPD basis) results for C25H17Br2F5I2MnN5O3 as an isolated structure.

Last column: Mulliken spin population.
Element x y z (Å)
Mn1 0.5931 0.5099 -0.0671  1.18
Br1 5.3914 -0.1613 4.4811  0.00
C1 4.0789 0.0204 3.1298  -0.01
C2 3.9807 -0.9375 2.1325  0.00
C3 3.0064 -0.7631 1.1725  -0.01
N1 2.1769 0.2839 1.1596  -0.05
C4 2.2750 1.1999 2.1350  -0.02
C5 3.2274 1.0999 3.1450  0.01
C6 1.3343 2.3228 2.0109  0.01
C7 1.3037 3.4050 2.8829  0.00
C8 0.4056 4.4152 2.6193  -0.01
Br2 0.3161 5.9107 3.7784  0.00
C9 -0.4243 4.3491 1.5135  0.00
C10 -0.3238 3.2384 0.6976  0.00
N2 0.5300 2.2438 0.9433  -0.02
H1 4.6352 -1.7957 2.1047  0.00
H2 2.8681 -1.4789 0.3745  -0.01
H3 3.2978 1.8453 3.9218  0.00
H4 1.9563 3.4589 3.7404  0.00
H5 -1.1306 5.1339 1.2873  0.00
H6 -0.9362 3.1110 -0.1847  0.00
I1 -1.5259 3.2914 -3.3407  0.00
C11 -2.3929 1.4256 -3.0042  0.01
C12 -3.3509 0.9726 -3.9182  0.00
C13 -3.9969 -0.2169 -3.7315  0.01
I2 -5.3819 -0.8321 -5.1792  0.00
C14 -3.7419 -0.9882 -2.5710  0.00
C15 -4.4110 -2.1893 -2.2485  0.00
C16 -4.1458 -2.8233 -1.0692  0.00
C17 -3.2043 -2.2486 -0.1964  0.00
N3 -2.5455 -1.1554 -0.4732  0.00
C18 -2.7723 -0.5220 -1.6417  0.00
C19 -1.9944 0.6941 -1.8770  0.00
O1 -1.0752 1.0909 -1.0878  0.00
H7 -3.5721 1.5800 -4.7854  0.00
H8 -5.1401 -2.5902 -2.9405  0.00
H9 -4.6533 -3.7406 -0.7993  0.00
H10 -2.9841 -2.7154 0.7607  0.00
C20 -0.0221 -3.6766 -0.5451  0.00
C21 0.1657 -2.2879 -0.0238  0.00
N4 0.5431 -1.3315 -0.8091  -0.02
O2 0.6768 -1.7162 -2.1405  0.00
C22 -0.1370 -1.8812 1.3259  0.01
C23 -0.3693 -2.7858 2.4898  0.00
N5 -0.1882 -0.5716 1.4849  -0.01
O3 -0.4042 -0.0930 2.6468  -0.02
H11 -0.7667 -3.6558 -1.3438  0.00
H12 -0.3580 -4.3557 0.2343  0.00
H13 0.9018 -4.0530 -0.9865  0.00
H14 0.8455 -0.8707 -2.5886  0.00
H15 -0.1201 -3.8218 2.2622  0.00
H16 -1.4066 -2.7383 2.8351  0.00
H17 0.2399 -2.4491 3.3335  0.00
F1 1.2792 0.8839 -2.9008  0.00
C24 1.6701 1.3845 -1.6249  -0.04
F2 1.4830 2.7549 -1.7475  0.00
C25 3.1942 1.2469 -1.6892  0.00
F3 3.7810 1.8388 -0.6283  0.00
F4 3.5609 -0.0534 -1.6743  0.00
F5 3.7572 1.7885 -2.7857  0.00

## Properties
charge	-1
2S+1	2
relative energy (zero: lowest compared OMol25 entry of this formula, charge and spin)	0.00	kJ/mol
Kohn-Sham gap (spin up / spin down)	6.46 / 6.17	eV